Entry 1:
Computed, not measured: C27H35BCoF4N4P2 as an isolated structure in a non-equilibrium geometry, with ωB97M-V/def2-TZVPD.

F_max ... 3.74 eV/A
Lowest unoccupied orbital energy (spin up / spin down) ... -2.103 / -2.282 eV
ΔE to the lowest compared entry with this formula, charge and spin ... 202.1 kJ/mol
E_HOMO (spin up / spin down) ... -8.51 / -8.51 eV
Expectation value of S² ... 3.757

```
! wB97M-V def2-TZVPD RIJCOSX def2/J DEFGRID3
* xyz 0 4
Co -0.123 -2.271 3.779
C -0.936 1.900 4.695
C -1.558 1.079 3.832
C -1.360 0.842 2.362
C -0.005 0.245 1.708
C 1.423 0.397 2.292
C 1.733 1.322 3.182
C 1.050 2.656 3.169
C 0.145 2.893 4.411
C 1.904 -2.254 4.626
H -1.280 1.792 5.726
H -2.405 0.536 4.320
H -1.567 1.825 1.877
H -2.216 0.202 1.989
H -0.320 -0.809 1.485
H -0.048 0.719 0.697
H 2.158 -0.209 1.700
H 2.136 0.960 4.120
H 0.453 2.701 2.245
H 1.855 3.393 3.043
H 0.837 2.892 5.266
H -0.369 3.872 4.404
H 2.003 -1.611 5.526
H 2.581 -1.781 3.886
H 2.243 -3.336 4.878
P 1.429 -0.818 -1.691
P -1.992 -0.385 -1.634
N 2.783 0.225 -1.959
N 2.095 -2.224 -2.720
N -2.232 1.353 -1.879
N -3.563 -0.887 -2.400
C 0.439 -0.115 -3.101
C -0.931 -0.796 -3.165
C 3.768 0.405 -0.979
C 4.829 1.085 -1.546
C 4.531 1.276 -2.931
C 3.279 0.733 -3.163
C 2.227 -3.531 -2.237
C 2.698 -4.345 -3.270
C 2.917 -3.512 -4.412
C 2.521 -2.216 -4.060
C -2.265 2.325 -0.855
C -2.108 3.585 -1.439
C -2.199 3.409 -2.869
C -2.227 2.041 -3.119
C -4.379 -0.343 -3.411
C -5.491 -1.176 -3.576
C -5.312 -2.311 -2.716
C -4.110 -2.141 -2.037
H 0.926 -0.294 -4.068
H 0.403 0.971 -2.890
H -1.468 -0.455 -4.064
H -0.869 -1.916 -3.162
H 3.544 0.081 0.028
H 5.698 1.434 -1.005
H 5.137 1.792 -3.664
H 2.693 0.726 -4.078
H 1.958 -3.759 -1.217
H 2.840 -5.418 -3.188
H 3.308 -3.820 -5.382
H 2.494 -1.326 -4.672
H -2.444 2.043 0.187
H -1.855 4.491 -0.909
H -2.231 4.211 -3.614
H -2.265 1.494 -4.071
H -4.140 0.576 -3.930
H -6.335 -0.990 -4.232
H -5.990 -3.150 -2.591
H -3.585 -2.786 -1.342
F -0.918 -1.721 5.721
B -0.547 -0.633 6.837
F 0.456 0.123 6.217
F -1.737 0.041 7.084
F -0.116 -1.309 7.958
*
```

And the Mulliken charges, in e, turn out to be: number 1, Co, carries 0.775; number 2, C, carries -0.935; number 3, C, carries -0.137; number 4, C, carries -0.266; number 5, C, carries -0.505; number 6, C, carries -0.140; number 7, C, carries -0.636; number 8, C, carries -0.743; number 9, C, carries -0.772; number 10, C, carries -0.793; number 11, H, carries 0.488; number 12, H, carries 0.345; number 13, H, carries -0.093; number 14, H, carries 0.450; number 15, H, carries 0.562; number 16, H, carries 0.080; number 17, H, carries 0.675; number 18, H, carries 0.305; number 19, H, carries 0.168; number 20, H, carries 0.477; number 21, H, carries 0.302; number 22, H, carries 0.415; number 23, H, carries 0.203; number 24, H, carries 0.212; number 25, H, carries 0.337; number 26, P, carries 0.170; number 27, P, carries -0.109; number 28, N, carries 0.473; number 29, N, carries 0.323; number 30, N, carries 0.440; number 31, N, carries 0.357; number 32, C, carries -0.758; number 33, C, carries -1.318; number 34, C, carries -0.328; number 35, C, carries -0.645; number 36, C, carries -0.777; number 37, C, carries -0.084; number 38, C, carries -0.425; number 39, C, carries -0.620; number 40, C, carries -0.655; number 41, C, carries -0.120; number 42, C, carries -0.516; number 43, C, carries -0.595; number 44, C, carries -1.044; number 45, C, carries -0.118; number 46, C, carries -0.130; number 47, C, carries -0.572; number 48, C, carries -0.551; number 49, C, carries -0.431; number 50, H, carries 0.254; number 51, H, carries 0.661; number 52, H, carries 0.506; number 53, H, carries 0.484; number 54, H, carries 0.243; number 55, H, carries 0.424; number 56, H, carries 0.436; number 57, H, carries 0.388; number 58, H, carries 0.375; number 59, H, carries 0.394; number 60, H, carries 0.406; number 61, H, carries 0.205; number 62, H, carries 0.544; number 63, H, carries 0.431; number 64, H, carries 0.410; number 65, H, carries 0.423; number 66, H, carries 0.266; number 67, H, carries 0.430; number 68, H, carries 0.404; number 69, H, carries 0.344; number 70, F, carries -0.433; number 71, B, carries 0.597; number 72, F, carries -0.308; number 73, F, carries -0.332; number 74, F, carries -0.297

Entry 2:
Computed, not measured: C27H35BrN4P2V as an isolated structure in a non-equilibrium geometry, with ωB97M-V/def2-TZVPD.

F_max ... 4.52 eV/A
Lowest unoccupied orbital energy (spin up / spin down) ... -8.797 / -8.511 eV
E_HOMO (spin up / spin down) ... -13.76 / -13.76 eV
Expectation value of S² ... 0.824

```
! wB97M-V def2-TZVPD RIJCOSX def2/J DEFGRID3
* xyz 2 2
V 1.181 -2.222 0.411
C -1.428 1.111 -4.377
C -0.555 1.881 -3.716
C -0.925 3.132 -2.997
C -2.280 3.081 -2.232
C -2.577 1.801 -1.499
C -3.289 0.813 -2.055
C -3.849 0.906 -3.450
C -2.873 1.446 -4.537
C 0.467 -2.871 2.926
H -1.107 0.233 -4.942
H 0.510 1.696 -3.785
H -0.987 3.996 -3.680
H -0.130 3.371 -2.275
H -2.254 3.898 -1.506
H -3.076 3.354 -2.930
H -2.280 1.778 -0.446
H -3.595 -0.068 -1.490
H -4.737 1.555 -3.514
H -4.176 -0.096 -3.755
H -3.203 0.999 -5.483
H -3.034 2.523 -4.671
H 1.052 -3.452 2.176
H -0.408 -3.471 3.268
H 1.110 -2.698 3.809
P -0.020 -1.180 2.358
P 2.539 -0.436 0.367
N -1.712 -1.541 2.276
N 0.187 -0.433 4.039
N 1.816 -0.963 -1.245
N 4.056 0.071 -0.156
C 0.039 0.376 1.319
C 1.396 0.910 0.784
C -2.243 -2.743 1.815
C -3.624 -2.622 1.794
C -3.949 -1.298 2.235
C -2.750 -0.645 2.499
C -0.181 -1.032 5.247
C -0.096 -0.098 6.272
C 0.321 1.132 5.678
C 0.497 0.892 4.320
C 1.510 -2.340 -1.544
C 0.840 -2.335 -2.781
C 0.836 -1.003 -3.257
C 1.467 -0.199 -2.315
C 4.505 0.641 -1.363
C 5.860 0.892 -1.235
C 6.277 0.435 0.061
C 5.166 -0.074 0.702
H -0.401 1.144 1.964
H -0.681 0.214 0.495
H 1.247 1.527 -0.117
H 1.931 1.504 1.548
H -1.596 -3.576 1.566
H -4.307 -3.394 1.481
H -4.938 -0.885 2.349
H -2.542 0.363 2.828
H -0.435 -2.081 5.286
H -0.319 -0.277 7.308
H 0.466 2.077 6.182
H 0.816 1.564 3.537
H 1.952 -3.145 -0.890
H 0.458 -3.199 -3.259
H 0.414 -0.663 -4.191
H 1.699 0.868 -2.360
H 3.810 0.825 -2.175
H 6.492 1.340 -1.982
H 7.273 0.473 0.470
H 5.022 -0.524 1.678
Br 3.346 -3.258 1.164
*
```

And the Mulliken charges, in e, turn out to be: number 1, V, carries -0.614; number 2, C, carries -0.507; number 3, C, carries -0.340; number 4, C, carries -1.149; number 5, C, carries -1.029; number 6, C, carries -0.229; number 7, C, carries -0.489; number 8, C, carries -0.858; number 9, C, carries -1.104; number 10, C, carries -1.541; number 11, H, carries 0.446; number 12, H, carries 1.303; number 13, H, carries 0.290; number 14, H, carries 0.332; number 15, H, carries 0.483; number 16, H, carries 0.329; number 17, H, carries 0.645; number 18, H, carries 0.499; number 19, H, carries 0.267; number 20, H, carries 0.397; number 21, H, carries 0.454; number 22, H, carries 0.417; number 23, H, carries 0.190; number 24, H, carries 0.620; number 25, H, carries 0.550; number 26, P, carries 1.189; number 27, P, carries 0.523; number 28, N, carries 0.599; number 29, N, carries 0.390; number 30, N, carries 0.593; number 31, N, carries 0.428; number 32, C, carries -1.591; number 33, C, carries -0.904; number 34, C, carries -0.336; number 35, C, carries -0.857; number 36, C, carries -0.719; number 37, C, carries -0.429; number 38, C, carries -0.473; number 39, C, carries -0.732; number 40, C, carries -0.736; number 41, C, carries -0.367; number 42, C, carries 0.392; number 43, C, carries -1.181; number 44, C, carries -0.647; number 45, C, carries -0.420; number 46, C, carries -0.311; number 47, C, carries -0.560; number 48, C, carries -0.691; number 49, C, carries -0.276; number 50, H, carries 1.049; number 51, H, carries 0.594; number 52, H, carries 0.488; number 53, H, carries 0.435; number 54, H, carries 0.460; number 55, H, carries 0.495; number 56, H, carries 0.493; number 57, H, carries 0.490; number 58, H, carries 0.431; number 59, H, carries 0.471; number 60, H, carries 0.463; number 61, H, carries 0.393; number 62, H, carries 0.280; number 63, H, carries 0.556; number 64, H, carries 0.682; number 65, H, carries 0.487; number 66, H, carries 0.389; number 67, H, carries 0.474; number 68, H, carries 0.470; number 69, H, carries 0.418; number 70, Br, carries -0.260

Entry 3:
Computed, not measured: C27H35ClN4NiP2 as an isolated structure in a non-equilibrium geometry, with ωB97M-V/def2-TZVPD.

F_max ... 3.48 eV/A
Lowest unoccupied orbital energy (spin up / spin down) ... -0.229 / -1.030 eV
ΔE to the lowest compared entry with this formula, charge and spin ... 0.0 kJ/mol
E_HOMO (spin up / spin down) ... -6.29 / -8.18 eV
Expectation value of S² ... 2.012

```
! wB97M-V def2-TZVPD RIJCOSX def2/J DEFGRID3
* xyz 0 3
Ni -0.045 0.186 2.691
C -1.962 1.704 -3.725
C -2.156 0.405 -3.487
C -1.274 -0.689 -4.035
C 0.211 -0.325 -4.232
C 0.863 0.472 -3.119
C 0.927 1.810 -3.151
C 0.401 2.575 -4.344
C -1.066 2.239 -4.787
C 1.267 0.647 4.072
H -2.531 2.488 -3.230
H -3.092 0.058 -3.058
H -1.680 -0.985 -5.026
H -1.329 -1.589 -3.399
H 0.763 -1.278 -4.306
H 0.347 0.168 -5.206
H 1.419 -0.121 -2.384
H 1.487 2.387 -2.404
H 1.029 2.368 -5.240
H 0.441 3.660 -4.166
H -1.509 3.205 -5.083
H -1.066 1.611 -5.694
H 0.731 1.470 4.544
H 2.299 0.956 3.880
H 1.288 -0.195 4.775
P 1.621 -0.390 1.515
P -1.438 -0.721 1.447
N 2.758 0.869 1.034
N 2.730 -1.620 2.108
N -2.451 0.550 0.802
N -2.714 -1.752 1.976
C 0.935 -1.116 0.004
C -0.510 -1.624 0.168
C 2.660 2.170 1.547
C 3.658 2.948 0.982
C 4.396 2.113 0.083
C 3.825 0.841 0.134
C 3.538 -1.463 3.241
C 4.177 -2.666 3.518
C 3.751 -3.610 2.528
C 2.854 -2.950 1.695
C -2.577 1.866 1.290
C -2.977 2.681 0.249
C -3.215 1.839 -0.879
C -2.838 0.549 -0.530
C -3.913 -2.098 1.331
C -4.676 -2.840 2.223
C -3.939 -2.954 3.438
C -2.737 -2.299 3.263
H 1.597 -1.900 -0.385
H 0.957 -0.300 -0.722
H -1.068 -1.547 -0.776
H -0.523 -2.666 0.528
H 1.908 2.404 2.281
H 3.825 3.991 1.202
H 5.237 2.422 -0.522
H 4.087 -0.066 -0.389
H 3.571 -0.531 3.779
H 4.857 -2.837 4.341
H 4.068 -4.641 2.447
H 2.301 -3.317 0.841
H -2.409 2.089 2.334
H -3.070 3.759 0.253
H -3.579 2.133 -1.839
H -2.777 -0.356 -1.112
H -4.099 -1.811 0.303
H -5.647 -3.268 2.026
H -4.246 -3.463 4.341
H -1.927 -2.108 3.959
Cl -1.747 0.466 4.057
*
```

And the Mulliken charges, in e, turn out to be: number 1, Ni, carries -0.221; number 2, C, carries -0.337; number 3, C, carries -0.323; number 4, C, carries -1.068; number 5, C, carries -1.098; number 6, C, carries -0.188; number 7, C, carries -0.433; number 8, C, carries -0.870; number 9, C, carries -1.042; number 10, C, carries -1.741; number 11, H, carries 0.165; number 12, H, carries 1.215; number 13, H, carries 0.370; number 14, H, carries 0.331; number 15, H, carries 0.463; number 16, H, carries 0.303; number 17, H, carries 0.900; number 18, H, carries 0.468; number 19, H, carries 0.260; number 20, H, carries 0.385; number 21, H, carries 0.406; number 22, H, carries 0.360; number 23, H, carries 0.464; number 24, H, carries 0.654; number 25, H, carries 0.315; number 26, P, carries 0.441; number 27, P, carries 0.526; number 28, N, carries 0.675; number 29, N, carries 0.518; number 30, N, carries 0.248; number 31, N, carries 0.521; number 32, C, carries -0.168; number 33, C, carries -1.046; number 34, C, carries -0.506; number 35, C, carries -0.720; number 36, C, carries -0.721; number 37, C, carries -0.499; number 38, C, carries -0.409; number 39, C, carries -0.640; number 40, C, carries -0.669; number 41, C, carries -0.323; number 42, C, carries -0.501; number 43, C, carries -1.065; number 44, C, carries -0.838; number 45, C, carries -0.218; number 46, C, carries -0.368; number 47, C, carries -0.515; number 48, C, carries -0.756; number 49, C, carries -0.288; number 50, H, carries 1.126; number 51, H, carries -0.941; number 52, H, carries 0.314; number 53, H, carries 0.309; number 54, H, carries 0.424; number 55, H, carries 0.452; number 56, H, carries 0.442; number 57, H, carries 0.495; number 58, H, carries 0.311; number 59, H, carries 0.439; number 60, H, carries 0.430; number 61, H, carries 0.384; number 62, H, carries 0.484; number 63, H, carries 0.449; number 64, H, carries 0.938; number 65, H, carries 0.451; number 66, H, carries 0.291; number 67, H, carries 0.438; number 68, H, carries 0.422; number 69, H, carries 0.389; number 70, Cl, carries -0.466